1.
110
Properties=species:S:1:pos:R:3:forces:R:3 method="wB97M-V/def2-TZVPD" charge=-1 molar_mass_g_mol=981.94 energy_ev=-126507.6133 fmax_ev_per_a=0.426 homo_energy_ev=-3.881 de_lowest_kcal_mol=34.9 lumo_energy_ev=2.062
Sn -0.019094 1.031117 1.055866 0.0 -0.2 -0.1
O 0.015324 0.028435 2.865883 -0.2 0.3 0.1
C -0.343161 -1.181075 3.428926 0.0 -0.1 0.0
C -0.287722 -2.272174 2.320583 -0.1 0.1 0.0
C -1.359001 -2.128212 1.278496 0.1 0.0 0.0
C -2.345180 -3.094005 1.143113 0.0 -0.1 -0.1
C -3.352074 -2.919568 0.209514 0.0 0.0 0.0
C -3.340188 -1.784164 -0.573407 0.0 -0.1 0.0
C -2.304433 -0.872025 -0.423503 0.0 0.1 0.0
C -2.268332 0.365432 -1.253054 -0.1 0.1 0.3
C -2.733032 1.609753 -0.442659 0.0 0.0 -0.2
O -1.890282 1.812578 0.650703 0.0 -0.1 0.2
C -2.671001 2.845489 -1.355448 0.0 0.0 0.1
C -3.061823 4.071178 -0.813397 0.0 0.0 0.0
C -2.968538 5.236313 -1.553874 0.0 0.0 0.0
C -2.478160 5.199848 -2.858496 0.0 0.0 0.1
C -2.085153 3.990770 -3.406438 0.0 0.0 0.0
C -2.184391 2.818551 -2.658591 0.0 0.0 0.0
C -4.164967 1.350618 0.047062 0.0 0.0 0.0
C -4.362829 0.849561 1.330830 0.0 0.0 0.0
C -5.640030 0.538895 1.781312 0.0 0.0 0.0
C -6.738108 0.728426 0.951504 0.1 0.0 0.0
C -6.548853 1.228450 -0.331809 0.1 0.0 0.0
C -5.269849 1.536382 -0.780591 0.0 -0.1 0.0
N -1.332537 -1.041835 0.487282 -0.2 0.0 0.1
C 0.720895 -1.581279 4.474323 0.0 0.1 0.0
C 0.520539 -2.622200 5.379538 0.0 0.0 0.0
C 1.513685 -2.985463 6.278669 0.0 0.0 0.0
C 2.727330 -2.309744 6.291443 0.0 0.0 0.0
C 2.935726 -1.272342 5.393210 -0.1 0.0 0.0
C 1.940405 -0.912834 4.490294 0.1 0.0 0.0
C -1.721159 -1.075823 4.095840 0.0 0.1 0.0
C -2.139458 0.171097 4.556948 -0.1 0.0 0.0
C -3.378600 0.330028 5.161735 0.0 -0.1 0.0
C -4.228734 -0.759758 5.316973 0.1 0.0 0.0
C -3.819924 -2.007019 4.868579 0.0 0.0 0.0
C -2.575196 -2.160958 4.268143 0.0 -0.1 0.0
H 0.691111 -2.126730 1.858241 0.0 -0.1 0.0
H -0.317349 -3.277506 2.742707 0.0 0.0 0.0
H -2.307196 -3.985248 1.755282 0.0 0.0 0.0
H -4.130430 -3.663560 0.093471 0.0 0.0 0.0
H -4.113309 -1.592776 -1.306455 0.0 0.0 0.0
H -1.243511 0.552106 -1.577501 0.0 0.0 -0.1
H -2.894812 0.232762 -2.133299 0.0 0.0 0.0
H -3.427719 4.097630 0.207778 0.0 0.0 0.0
H -3.272522 6.179209 -1.113677 0.0 0.0 0.0
H -2.400647 6.111413 -3.438072 0.0 0.0 0.0
H -1.690268 3.936806 -4.414732 0.0 0.0 0.0
H -1.863873 1.895164 -3.129919 0.0 0.1 0.0
H -3.501500 0.713877 1.976725 -0.1 0.0 0.0
H -5.772243 0.145873 2.783540 0.0 0.0 0.0
H -7.735731 0.491436 1.301439 0.0 0.0 0.0
H -7.400197 1.383268 -0.984485 0.0 0.0 0.0
H -5.128022 1.927001 -1.783134 0.0 0.0 0.0
H -0.426241 -3.150918 5.396676 0.0 0.0 0.0
H 1.336229 -3.798568 6.972979 0.0 0.0 0.0
H 3.498794 -2.587877 6.998637 0.0 0.0 0.0
H 3.875905 -0.733793 5.393057 0.0 0.0 0.0
H 2.097682 -0.102277 3.790200 0.0 0.0 0.0
H -1.483829 1.020660 4.414063 0.0 0.0 0.0
H -3.685037 1.310916 5.505833 0.0 0.0 0.0
H -5.200654 -0.636382 5.779348 0.0 0.0 0.0
H -4.473024 -2.865463 4.976181 0.0 0.0 0.0
H -2.280825 -3.147909 3.928859 0.0 0.1 0.0
C 3.468511 -1.905621 -0.052863 -0.1 0.1 -0.2
C 4.496261 -0.794378 -0.280241 0.0 0.1 0.1
S 3.923375 0.720615 0.545546 -0.1 0.0 -0.1
C 4.787138 2.022085 -0.377508 -0.2 -0.1 0.1
C 4.048300 2.621628 -1.583596 -0.2 0.0 0.0
S 2.269855 2.892004 -1.319885 0.0 0.0 0.0
C 1.551889 1.921152 -2.686021 0.2 -0.1 0.4
C 1.942653 0.453755 -2.746055 -0.1 -0.1 -0.1
S 2.321025 -2.230301 -1.430874 0.0 -0.1 0.1
H 2.883820 -1.720740 0.849827 0.1 0.0 0.1
H 3.970807 -2.869012 0.063058 0.0 0.0 0.0
H 4.633357 -0.602928 -1.343966 0.0 -0.1 0.0
H 5.459014 -1.072999 0.150506 0.0 -0.1 -0.1
H 5.753646 1.617871 -0.683632 0.1 0.1 0.0
H 4.974414 2.800082 0.362353 0.0 0.0 0.0
H 4.161325 1.997004 -2.468764 0.0 0.0 0.0
H 4.490839 3.592357 -1.811550 0.1 -0.1 0.0
H 1.837396 2.389018 -3.623486 -0.1 0.0 -0.2
H 0.471346 2.049032 -2.603675 0.0 0.0 0.0
H 3.008323 0.306132 -2.590123 0.0 0.0 0.0
H 1.667056 0.099212 -3.740911 0.1 0.0 0.0
C -3.875854 -1.716073 -4.583321 0.0 0.0 0.0
C -2.643479 -2.050192 -5.407935 0.0 0.0 0.0
C -2.973027 -2.834530 -6.663733 0.0 -0.1 0.0
O -1.997541 -0.842939 -5.787344 -0.2 0.1 0.0
P -0.499289 -0.582799 -5.113632 0.0 -0.1 0.1
S 0.002329 1.246262 -5.744404 -0.1 0.2 -0.1
S 1.069826 -0.630306 -1.556044 0.4 0.2 -0.1
O 0.283210 -1.686760 -6.132006 0.0 -0.1 0.0
C 1.500768 -2.231570 -5.666222 0.2 0.0 0.1
C 2.687347 -1.424795 -6.182225 0.0 0.0 0.0
C 1.569364 -3.681763 -6.115536 0.0 0.0 0.0
H -4.409389 -2.624614 -4.287774 0.0 0.0 0.0
H -4.546378 -1.077712 -5.164555 0.0 0.0 0.0
H -3.578415 -1.173048 -3.683915 0.0 0.0 0.0
H -1.961694 -2.651451 -4.792021 0.0 0.0 0.0
H -3.609993 -2.237168 -7.321361 0.0 0.0 0.0
H -3.495326 -3.762810 -6.409185 0.0 0.0 -0.1
H -2.052843 -3.076679 -7.197038 0.0 0.0 0.0
H 1.514694 -2.209980 -4.565039 0.0 0.0 0.0
H 2.668786 -1.404609 -7.275914 0.0 0.0 0.1
H 3.631516 -1.865667 -5.844368 -0.1 0.0 0.0
H 2.624603 -0.391713 -5.834385 0.0 0.0 0.0
H 1.467536 -3.730541 -7.203762 0.0 0.0 0.1
H 0.758344 -4.258825 -5.665917 0.0 0.0 0.0
H 2.524979 -4.131339 -5.828346 -0.1 0.0 0.0


2.
157
Properties=species:S:1:pos:R:3:forces:R:3 method="wB97M-V/def2-TZVPD" smiles="C=CCc1c(CCCCCN)c(C[C@@H](C)Cl)c(P(O)O)c2c1C(=O)c1c(CP(=O)(O)O)c(CCCI)c(I)c(B(O)O)c1C2=O.CCOCC.CCOCC.CCOCC.CCOCC.CCOCC" molar_mass_g_mol=1276.25 energy_ev=-130358.0926 fmax_ev_per_a=2.132 homo_energy_ev=-8.113 lumo_energy_ev=-0.858
C -1.677591 -1.643205 -5.784052 -0.1 1.0 -0.3
C -1.792654 -0.276797 -5.762289 0.4 -0.5 0.4
C -1.379058 0.554504 -4.557463 1.2 0.2 -1.2
C -1.557860 -0.136006 -3.231399 0.4 -0.4 0.4
C -2.812977 -0.582031 -2.796016 -0.8 -0.4 -0.4
C -4.034158 -0.333731 -3.664462 0.2 1.1 0.2
C -4.333699 1.199366 -3.726196 -0.3 -0.3 0.6
C -5.765031 1.560064 -3.253897 0.6 1.0 -0.7
C -6.656969 2.039578 -4.422518 -0.3 -0.9 0.5
C -8.110589 1.540014 -4.230314 1.2 0.2 -0.4
N -8.217973 0.107111 -4.507502 -0.2 0.1 0.1
C -2.995467 -1.229233 -1.559829 0.9 -0.2 0.6
C -4.349384 -1.722502 -1.098320 -0.6 0.4 -1.0
C -4.899228 -2.929095 -1.894594 -0.1 -0.3 0.7
C -5.060236 -4.139440 -0.978914 -0.6 0.4 -0.5
Cl -6.580684 -2.561026 -2.495183 0.2 -0.1 -0.2
C -1.879633 -1.402888 -0.711910 0.8 -0.3 0.3
P -2.130901 -2.243692 0.946984 -2.0 -0.4 0.5
O -1.446492 -1.228225 2.052340 0.8 -0.1 -0.4
O -1.239736 -3.619816 0.922379 0.0 0.6 -0.3
C -0.628198 -0.922319 -1.122475 -0.1 0.2 -0.2
C -0.469236 -0.317085 -2.369615 -0.2 0.1 -0.1
C 0.916592 0.116114 -2.737769 -0.1 0.0 0.5
O 1.411582 -0.080065 -3.816149 0.2 -0.1 -0.5
C 1.666927 0.778747 -1.619923 -0.3 -0.2 -0.2
C 2.445260 1.913447 -1.821634 0.2 -0.1 0.0
C 2.556975 2.556125 -3.193053 0.3 0.4 0.8
P 4.196419 2.498133 -4.007101 -0.2 -0.6 -1.7
O 4.157985 1.702326 -5.233249 -0.2 -0.1 -0.1
O 5.320500 1.958267 -3.010558 -0.1 0.4 0.6
O 4.598801 4.007566 -4.350507 -0.1 -0.1 0.9
C 3.104315 2.484291 -0.710755 0.2 -0.3 0.2
C 3.918454 3.738524 -0.851808 -0.5 0.7 -0.3
C 3.043249 5.012277 -0.943916 -0.3 -0.3 0.1
C 1.966588 5.103849 0.135128 0.4 0.7 -0.6
I 0.941065 6.970066 -0.216697 -0.1 -0.2 0.3
C 2.954078 1.859034 0.532712 -0.2 -0.1 0.0
I 3.940504 2.589483 2.262459 0.1 0.0 -0.2
C 2.171687 0.713159 0.739254 0.2 -0.3 0.3
B 2.024981 0.091788 2.222938 -0.3 -0.1 0.0
O 1.311360 0.827278 3.146310 -0.6 -0.8 -0.4
O 2.528618 -1.118981 2.601424 0.7 0.8 0.4
C 1.517457 0.176323 -0.368022 0.2 0.7 -0.1
C 0.615668 -1.018996 -0.281956 -0.2 0.5 -0.5
O 0.884956 -1.977220 0.376585 0.2 -0.6 0.5
H -0.690567 -2.087925 -5.705082 -0.2 -0.4 1.9
H -2.567797 -2.255511 -5.893642 0.4 -0.3 -1.9
H -2.130805 0.291977 -6.627327 -1.7 -0.1 0.5
H -1.981194 1.460492 -4.585149 -0.1 0.0 0.0
H -0.354687 0.892682 -4.710983 0.1 0.1 0.3
H -3.909842 -0.756356 -4.655781 0.1 0.0 -0.1
H -4.917991 -0.771268 -3.230821 0.0 -0.4 0.0
H -4.163973 1.614285 -4.718501 0.0 -0.1 -0.1
H -3.639583 1.709637 -3.057135 0.2 0.0 0.0
H -6.230607 0.758508 -2.681444 0.0 -0.2 -0.1
H -5.661048 2.412010 -2.580623 -0.2 -0.1 0.3
H -6.580703 3.121925 -4.525149 -0.1 0.1 0.0
H -6.282809 1.587008 -5.344461 0.0 0.1 -0.2
H -8.373575 1.738414 -3.192415 -0.5 0.0 0.0
H -8.742714 2.080838 -4.932186 -0.4 0.0 0.2
H -7.680134 -0.427489 -3.835139 0.0 0.0 0.0
H -7.788682 -0.075144 -5.407519 -0.1 -0.1 -0.1
H -4.373635 -1.984154 -0.048323 0.2 0.0 0.1
H -5.056996 -0.902811 -1.220487 0.0 0.1 0.1
H -4.313948 -3.187020 -2.772280 0.0 0.2 -0.1
H -5.813012 -3.847383 -0.247504 0.2 -0.2 0.3
H -4.129772 -4.413067 -0.487332 0.1 -0.1 0.0
H -5.483712 -4.958081 -1.556032 0.2 -0.3 0.1
H -1.486138 -0.308537 1.767458 0.0 0.0 0.0
H -1.050461 -3.855227 0.005139 0.5 0.0 0.1
H 2.262586 3.597466 -3.076265 0.1 0.1 -0.2
H 1.876445 2.133590 -3.919631 0.1 -0.2 -0.1
H 5.332927 0.993034 -3.015264 0.1 0.0 -0.1
H 4.404373 4.622622 -3.628363 0.2 0.3 -0.1
H 4.604692 3.867432 -0.024104 0.1 -0.2 0.1
H 4.526204 3.723601 -1.749081 0.2 -0.2 0.1
H 3.683522 5.892068 -0.917956 0.1 0.0 0.1
H 2.518348 5.061937 -1.897520 0.1 0.0 -0.1
H 1.207982 4.339050 0.027881 0.0 -0.1 0.2
H 2.404681 5.153570 1.123932 -0.2 -0.1 0.2
H 0.552187 1.218220 2.700365 0.2 0.6 0.2
H 3.495337 -1.115572 2.600235 0.0 -0.5 -0.1
C -7.717568 -8.102963 -0.154203 0.1 -0.1 0.0
C -7.380990 -7.658416 -1.567668 -0.1 -0.1 0.1
O -6.024216 -7.859340 -1.921164 0.1 0.2 -0.1
C -5.560611 -9.196995 -1.878664 0.0 -0.1 0.0
C -6.310803 -10.141177 -2.802629 -0.1 0.1 0.0
H -7.087329 -7.582471 0.568516 0.0 0.0 0.0
H -8.762303 -7.885578 0.070068 0.0 0.0 0.0
H -7.563083 -9.173535 -0.014012 -0.1 0.0 0.0
H -7.559176 -6.585694 -1.653357 0.1 0.0 -0.1
H -8.040943 -8.143316 -2.295296 0.0 0.0 0.0
H -5.573307 -9.571870 -0.849159 0.0 0.0 0.0
H -4.513923 -9.155270 -2.180495 0.0 0.1 0.0
H -7.365304 -10.223822 -2.536783 0.0 -0.1 0.1
H -5.875255 -11.139598 -2.752706 0.0 0.0 0.0
H -6.256936 -9.787945 -3.833377 0.0 0.0 0.0
C 7.109859 -2.448010 6.067191 -0.1 -0.1 0.0
C 6.239035 -1.329211 5.522562 0.1 0.0 0.1
O 5.121309 -1.776900 4.777526 -0.1 0.1 -0.3
C 4.191357 -2.596918 5.466430 -0.1 -0.1 0.1
C 3.559732 -1.930029 6.675451 0.1 0.1 0.0
H 7.467380 -3.083164 5.255449 0.0 0.0 0.0
H 7.970830 -2.035303 6.595490 0.0 0.0 0.0
H 6.566528 -3.085010 6.766367 0.0 0.1 0.1
H 6.827523 -0.719070 4.836246 -0.1 0.0 -0.1
H 5.915391 -0.663662 6.331259 0.0 0.0 0.0
H 4.657948 -3.547915 5.746649 0.0 0.0 0.1
H 3.412972 -2.833907 4.741150 0.1 0.1 -0.1
H 4.298378 -1.677329 7.437881 0.0 -0.1 0.0
H 2.825790 -2.596102 7.129726 0.0 0.0 0.0
H 3.058157 -1.006948 6.380860 0.0 0.0 0.0
C -10.403412 1.442080 1.628807 0.1 -0.1 0.0
C -10.010108 1.837017 0.215491 -0.2 0.0 0.0
O -8.653564 1.579670 -0.098059 0.2 0.2 -0.1
C -8.238073 0.227592 -0.012034 0.0 -0.2 0.0
C -8.996044 -0.712265 -0.931641 -0.2 0.1 0.0
H -9.774728 1.956545 2.357035 0.0 0.0 0.0
H -11.444885 1.704942 1.816572 0.0 0.0 0.0
H -10.295129 0.370153 1.799104 -0.1 0.0 0.0
H -10.141503 2.912469 0.093261 0.1 0.0 0.0
H -10.668836 1.357467 -0.517196 0.0 0.0 0.0
H -8.287217 -0.121484 1.025796 0.0 0.0 0.0
H -7.181443 0.227089 -0.288255 0.0 0.1 0.0
H -10.060224 -0.754217 -0.694594 0.0 0.0 0.1
H -8.596208 -1.720424 -0.848016 0.0 0.0 0.0
H -8.905205 -0.385694 -1.968648 0.0 0.0 0.0
C 7.558748 6.712257 -4.529471 0.0 0.0 0.2
C 6.167119 7.305074 -4.395486 0.1 0.0 -0.2
O 5.644706 7.258076 -3.076644 -0.3 -0.2 0.1
C 6.387251 7.947728 -2.083787 0.1 0.0 0.0
C 6.538855 9.435345 -2.347427 -0.1 0.0 -0.1
H 7.565560 5.675303 -4.190275 0.0 0.0 -0.1
H 7.880772 6.742005 -5.570414 0.0 0.0 0.0
H 8.294946 7.258051 -3.937587 0.0 0.1 -0.1
H 5.473086 6.729851 -5.008994 -0.1 0.0 0.1
H 6.143808 8.331248 -4.777490 0.0 0.0 0.0
H 7.365944 7.474375 -1.948192 0.0 0.0 0.0
H 5.841090 7.804075 -1.150459 -0.1 -0.1 -0.1
H 7.086438 9.634299 -3.269226 0.1 0.0 0.0
H 7.081166 9.908226 -1.528211 0.0 0.0 0.0
H 5.559580 9.907570 -2.436922 0.0 0.0 0.0
C 11.783591 -2.142646 10.765123 -0.1 0.0 0.1
C 11.514103 -1.765490 9.318163 0.1 0.0 0.1
O 10.139165 -1.690643 8.988677 -0.1 -0.1 -0.2
C 9.373191 -0.747953 9.717709 0.0 0.1 0.1
C 9.856780 0.684197 9.562899 0.1 0.0 0.0
H 11.316369 -3.099382 11.002406 0.0 0.0 0.0
H 12.856981 -2.223681 10.938962 0.0 0.0 0.0
H 11.389097 -1.401706 11.461702 0.1 0.0 0.0
H 11.931884 -2.531242 8.664412 -0.1 0.0 -0.1
H 12.020020 -0.827626 9.062728 0.0 0.0 0.1
H 9.327370 -1.031032 10.775204 0.0 0.0 0.0
H 8.356354 -0.824624 9.331089 0.0 -0.1 -0.1
H 10.870581 0.818061 9.941823 0.0 0.0 0.1
H 9.203227 1.363054 10.111774 0.0 0.0 0.0
H 9.857188 0.973855 8.511006 0.0 0.0 0.0


3.
71
Properties=species:S:1:pos:R:3:forces:R:3 method="wB97M-V/def2-TZVPD" charge=-1 molar_mass_g_mol=738.04 energy_ev=-123652.6276 fmax_ev_per_a=0.229 s2=0.75 homo_energy_ev="-4.421 / -4.836" de_lowest_kcal_mol=0.2 multiplicity=2 lumo_energy_ev="2.317 / 2.316"
Ti 0.748620 1.074800 0.961140 -0.2 0.1 0.1
Cl -2.481365 0.477626 6.922322 0.0 0.0 0.0
C -1.428875 1.031998 5.663686 0.0 0.0 0.0
C -0.520001 2.049205 5.905416 0.0 0.0 0.0
Cl -0.419133 2.774744 7.475205 0.0 0.0 0.0
C 0.324758 2.494732 4.880555 0.0 0.0 0.0
Cl 1.487875 3.750663 5.152408 0.0 0.0 0.0
C 0.260421 1.936084 3.609170 0.0 0.0 0.0
O 0.996255 2.292686 2.587523 0.1 0.0 0.0
C -0.658512 0.872713 3.374856 0.0 0.0 0.0
O -0.616480 0.353071 2.160874 0.0 0.0 0.0
C -1.491959 0.442199 4.392576 0.0 0.0 0.0
Cl -2.597281 -0.845442 4.050864 0.0 0.0 0.0
N 2.391349 -0.221269 1.886917 0.0 0.0 0.0
C 3.542500 0.445003 2.506761 0.0 0.0 0.0
C 4.346209 1.230974 1.478602 0.0 0.0 0.0
C 3.651759 2.471468 0.930147 0.0 0.0 0.0
N 2.516076 2.138282 0.055917 0.1 0.0 0.0
H 1.836797 -0.723098 2.576224 0.0 0.0 0.0
H 2.675695 -0.937614 1.225743 0.0 0.0 0.0
H 4.198977 -0.276956 3.004505 0.0 0.0 0.0
H 3.158053 1.130640 3.263897 0.0 0.0 0.0
H 4.629664 0.569013 0.650054 0.0 0.0 0.0
H 5.280346 1.549549 1.947707 0.0 0.0 0.0
H 4.384796 3.083624 0.394210 0.0 0.0 0.0
H 3.256064 3.062478 1.757736 0.0 0.0 0.0
H 2.812451 1.597698 -0.753418 0.0 0.0 0.0
H 2.086780 2.981391 -0.319435 0.0 0.0 0.0
O 0.188026 3.654733 -1.036104 0.0 0.0 0.0
B -0.429949 2.488441 -0.463518 0.0 0.0 0.0
O -1.741092 2.428539 -1.006139 0.0 0.0 0.0
C -1.871766 3.453434 -1.890382 0.0 0.0 0.0
C -2.950447 3.781436 -2.680299 0.0 0.0 0.0
C -2.816890 4.897358 -3.509504 0.0 0.0 0.0
C -1.644996 5.642707 -3.530343 0.0 0.0 0.0
C -0.557431 5.302066 -2.722654 0.0 0.0 0.0
C -0.699618 4.198761 -1.912262 0.0 0.0 0.0
H -3.857596 3.192542 -2.655204 0.0 0.0 0.0
H -3.642664 5.185713 -4.147738 0.0 0.0 0.0
H -1.571632 6.502647 -4.184187 0.0 0.0 0.0
H 0.360246 5.875275 -2.730842 0.0 0.0 0.0
O 0.646951 0.841808 -2.540652 0.0 0.0 0.0
C 0.500462 -0.205320 -1.941302 -0.1 0.0 0.0
N 0.006509 -1.371185 -2.521166 0.0 0.0 0.0
C -0.230166 -2.375624 -1.495817 0.0 0.0 0.0
C 0.556166 -1.737662 -0.321686 0.0 0.0 0.0
O 0.846834 -2.338811 0.696630 0.0 0.0 0.0
N 0.831044 -0.440580 -0.616537 0.0 0.0 0.0
C -1.715292 -2.456543 -1.144758 0.0 0.0 0.0
C -2.249768 -1.816375 -0.031494 0.0 0.0 0.0
C -3.619960 -1.847485 0.197497 0.0 0.0 0.0
C -4.464584 -2.515070 -0.675459 0.0 0.0 0.0
C -3.934663 -3.161830 -1.784745 0.0 0.0 0.0
C -2.568297 -3.135052 -2.013185 0.0 0.0 0.0
C 0.349404 -3.734750 -1.840388 0.0 0.0 0.0
C 1.118189 -3.931232 -2.979599 0.0 0.0 0.0
C 1.659082 -5.181575 -3.257381 0.0 0.0 0.0
C 1.441728 -6.242823 -2.393895 0.0 0.0 0.0
C 0.678630 -6.048507 -1.248436 0.0 0.0 0.0
C 0.133862 -4.805307 -0.974850 0.0 0.0 0.0
H -0.677672 -1.231923 -3.249201 0.0 0.0 0.0
H -1.621941 -1.290296 0.678165 0.0 0.0 0.0
H -4.015763 -1.341308 1.068733 0.0 0.0 0.0
H -5.531633 -2.536336 -0.492103 0.0 0.0 0.0
H -4.584838 -3.691766 -2.470047 0.0 0.0 0.0
H -2.154406 -3.656373 -2.869783 0.0 0.0 0.0
H 1.295847 -3.096936 -3.645030 0.0 0.0 0.0
H 2.253230 -5.321596 -4.152155 0.0 0.0 0.0
H 1.863361 -7.216831 -2.609332 0.0 0.0 0.0
H 0.507751 -6.870315 -0.564270 0.0 0.0 0.0
H -0.456125 -4.652284 -0.080727 0.0 0.0 0.0